106
Properties=species:S:1:pos:R:3:lowdin_charge:R:1 method="wB97M-V/def2-TZVPD" homo_lumo_gap_ev=7.05 charge=-1
N -0.865 -0.509 -1.111 -0.71
O -1.706 -1.248 -1.603 -0.03
O -1.067 0.647 -0.852 -0.03
O 0.178 -0.961 -0.814 -0.06
C 3.121 -0.566 -3.551 -0.05
C 3.157 0.537 -2.484 -0.40
C 4.504 0.858 -1.821 -0.20
O 4.600 2.032 -1.040 -0.18
C 3.572 2.173 -0.073 -0.11
N 2.710 1.738 -3.220 0.04
H 2.353 -0.392 -4.304 0.08
H 2.985 -1.556 -3.116 0.05
H 4.094 -0.661 -4.034 0.07
H 2.449 0.259 -1.703 0.11
H 5.292 0.899 -2.573 0.12
H 4.859 0.058 -1.171 0.09
H 3.194 1.249 0.366 0.08
H 2.679 2.582 -0.546 0.06
H 3.868 2.864 0.716 0.09
H 1.760 1.609 -3.538 0.07
H 2.769 2.602 -2.699 0.05
C 5.808 -0.416 1.637 -0.06
C 5.622 -1.957 1.998 -0.37
C 5.459 -2.781 0.641 -0.19
O 4.399 -2.255 -0.161 -0.19
C 3.173 -2.716 0.379 -0.10
N 6.824 -2.354 2.797 0.01
H 4.967 -0.144 0.999 0.04
H 6.731 0.053 1.297 0.08
H 5.636 0.131 2.563 0.06
H 4.835 -2.065 2.745 0.12
H 5.456 -3.784 1.068 0.11
H 6.325 -2.744 -0.020 0.12
H 3.077 -3.798 0.287 0.08
H 2.313 -2.334 -0.171 0.07
H 3.047 -2.325 1.388 0.08
H 7.537 -2.375 2.082 0.05
H 6.988 -1.522 3.345 0.05
C 2.442 -4.518 -3.193 -0.07
C 0.925 -4.336 -3.317 -0.38
C 0.051 -4.866 -2.075 -0.21
O -1.245 -4.420 -2.321 -0.18
C -2.107 -4.867 -1.289 -0.11
N 0.698 -2.922 -3.587 0.05
H 2.761 -5.555 -3.297 0.06
H 2.742 -4.309 -2.165 0.06
H 3.091 -3.993 -3.893 0.07
H 0.473 -4.926 -4.114 0.12
H 0.491 -4.466 -1.162 0.11
H 0.092 -5.955 -2.065 0.11
H -3.040 -4.320 -1.426 0.09
H -1.695 -4.593 -0.317 0.08
H -2.248 -5.946 -1.341 0.08
H 1.032 -2.293 -2.870 0.04
H 1.376 -2.688 -4.297 0.04
C -5.867 -0.904 0.709 -0.08
C -5.299 0.100 -0.346 -0.40
C -6.278 1.371 -0.356 -0.21
O -5.818 2.441 -1.220 -0.16
C -6.860 3.507 -1.029 -0.08
N -3.920 0.387 -0.083 0.07
H -6.882 -1.149 0.397 0.06
H -5.910 -0.490 1.716 0.06
H -5.374 -1.876 0.706 0.07
H -5.331 -0.359 -1.334 0.13
H -6.486 1.631 0.682 0.10
H -7.201 0.959 -0.765 0.10
H -7.115 4.104 -1.905 0.07
H -6.494 4.256 -0.327 0.06
H -7.769 3.042 -0.647 0.07
H -3.591 -0.563 -0.176 0.05
H -3.849 0.565 0.909 0.03
C -1.938 -0.984 4.059 -0.06
C -2.230 0.425 3.583 -0.46
C -1.396 0.938 2.406 -0.20
O -0.062 0.987 2.749 -0.17
C 0.779 -0.056 2.301 -0.12
N -3.635 0.560 3.348 0.06
H -0.882 -1.198 4.227 0.07
H -2.226 -1.543 3.168 0.08
H -2.431 -1.448 4.914 0.07
H -1.872 1.062 4.392 0.13
H -1.651 1.966 2.147 0.12
H -1.507 0.309 1.524 0.12
H 0.522 -1.113 2.372 0.08
H 1.666 -0.030 2.935 0.08
H 0.947 0.067 1.231 0.06
H -4.036 0.769 4.251 0.08
H -3.641 1.524 3.047 0.04
C 0.618 4.844 0.476 -0.07
C -0.620 4.110 0.017 -0.46
C -1.847 4.594 0.779 -0.17
O -3.021 3.722 0.645 -0.17
C -4.041 3.893 1.643 -0.12
N -0.760 4.359 -1.359 0.05
H 1.608 4.528 0.148 0.06
H 0.750 4.673 1.545 0.07
H 0.602 5.927 0.355 0.08
H -0.589 3.029 0.153 0.13
H -2.074 5.642 0.582 0.12
H -1.593 4.535 1.838 0.11
H -4.677 3.012 1.733 0.06
H -4.645 4.788 1.491 0.08
H -3.697 3.829 2.675 0.07
H 0.161 4.118 -1.696 0.07
H -1.084 5.289 -1.585 0.08



99
Properties=species:S:1:pos:R:3:lowdin_spin:R:1 method="wB97M-V/def2-TZVPD" s_squared=0.7504 homo_lumo_gap_ev="1.60 / 10.24" charge=-1 multiplicity=2
O 3.521 3.236 1.204 0.05
H 3.036 2.418 1.092 0.00
H 3.957 3.142 2.051 0.03
C 0.315 -0.141 -0.650 0.01
C 0.515 0.936 0.441 0.01
C -0.339 0.745 1.632 0.03
O 1.928 1.011 0.793 0.02
H -0.768 -0.108 -0.770 0.00
H 0.701 -1.134 -0.420 0.00
H 0.855 0.199 -1.534 0.00
H 0.271 1.883 -0.039 0.00
H -1.373 0.794 1.291 0.00
H -0.125 1.604 2.268 0.02
H -0.183 -0.226 2.104 0.00
H 2.079 0.317 1.440 0.00
C -5.180 1.347 -3.264 0.00
C -4.982 1.851 -1.825 0.01
C -4.154 0.877 -0.958 0.01
O -4.253 3.048 -1.989 0.00
H -4.348 0.771 -3.669 0.00
H -5.375 2.173 -3.948 0.00
H -6.065 0.713 -3.323 0.00
H -5.949 2.170 -1.436 0.00
H -4.696 -0.046 -0.752 0.00
H -4.009 1.445 -0.039 0.00
H -3.145 0.656 -1.307 0.00
H -4.362 3.521 -1.161 0.00
C -5.931 -0.300 4.788 0.03
C -4.829 -0.087 3.744 0.02
C -4.455 1.370 3.427 0.03
O -3.640 -0.746 4.083 0.04
H -5.863 0.544 5.475 0.00
H -5.863 -1.256 5.307 0.00
H -6.941 -0.244 4.383 0.00
H -5.204 -0.524 2.819 0.01
H -4.615 1.993 4.307 0.00
H -5.098 1.752 2.635 0.00
H -3.405 1.439 3.142 0.00
H -3.864 -1.676 4.168 0.01
C 6.099 0.289 -0.810 0.02
C 5.211 -0.850 -1.285 0.00
C 6.069 -1.832 -2.196 0.00
O 4.619 -1.680 -0.232 0.02
H 6.840 -0.011 -0.069 0.00
H 5.624 1.170 -0.377 0.01
H 6.635 0.597 -1.707 0.00
H 4.464 -0.318 -1.874 0.00
H 6.822 -2.449 -1.706 0.00
H 6.488 -1.280 -3.037 0.00
H 5.443 -2.478 -2.812 0.00
H 4.177 -1.122 0.413 0.01
C 0.724 -1.192 -4.363 0.00
C 1.688 -0.170 -4.898 0.00
C 2.819 0.061 -3.916 0.00
O 2.219 -0.606 -6.081 0.00
H -0.148 -1.319 -5.005 0.00
H 0.342 -0.948 -3.372 0.00
H 1.262 -2.106 -4.109 0.00
H 1.201 0.796 -5.033 0.00
H 3.392 -0.837 -3.685 0.00
H 2.477 0.431 -2.949 0.00
H 3.442 0.853 -4.331 0.00
H 2.649 -1.452 -5.936 0.00
C 1.188 -4.046 -1.171 0.01
C 2.551 -4.386 -1.798 0.00
C 2.507 -5.429 -2.931 0.00
O 3.184 -3.238 -2.415 0.00
H 0.589 -4.909 -0.880 0.00
H 0.662 -3.408 -1.881 0.00
H 1.301 -3.542 -0.212 0.00
H 3.245 -4.746 -1.039 0.00
H 1.785 -5.196 -3.714 0.00
H 2.287 -6.395 -2.474 0.00
H 3.450 -5.558 -3.462 0.00
H 3.452 -2.588 -1.762 0.00
C 1.239 -1.243 4.691 0.08
C 2.432 -1.647 3.775 0.04
C 1.997 -2.730 2.833 0.04
O 2.711 -0.611 2.906 0.10
H 1.216 -1.876 5.579 0.01
H 0.240 -1.314 4.262 0.01
H 1.190 -0.191 4.970 0.04
H 3.272 -2.069 4.327 0.01
H 1.194 -2.421 2.163 0.00
H 1.560 -3.571 3.371 0.01
H 2.865 -3.180 2.351 0.00
H 2.784 0.151 3.485 0.05
C -3.137 4.783 2.378 0.03
C -3.498 4.824 0.864 0.01
C -2.338 4.256 0.045 0.01
O -4.646 4.234 0.567 0.03
H -2.815 3.772 2.627 0.00
H -4.001 4.983 3.011 0.01
H -2.274 5.434 2.518 0.01
H -3.594 5.876 0.596 0.00
H -2.347 4.415 -1.033 0.00
H -2.219 3.184 0.208 0.00
H -1.338 4.632 0.260 0.01
H -5.415 4.737 0.845 0.01



What did we get for energy above the lowest of the compared OMol25 structures with the same formula, charge and spin? Answer: 62.8; 0.0 kcal per mole, in the order shown.